{
  "formula": "Ca7O12P3",
  "method": "ωB97M-V/def2-TZVPD",
  "orbital_gap_ev": 2.864,
  "energy_ev": -181462.4968,
  "total_charge": 5,
  "e_lumo_ev": -17.72,
  "spin_multiplicity": 1,
  "species": ["Ca", "Ca", "Ca", "O", "O", "O", "O", "O", "P", "O", "Ca", "O", "O", "Ca", "O", "P", "Ca", "O", "P", "O", "Ca", "O"],
  "xyz": [[-0.835610, 0.933222, 1.094604], [-0.335079, -0.948626, -3.849976], [-3.202050, 0.486133, -1.893015], [2.755153, 1.337985, 2.087064], [1.688361, 2.337863, 4.079955], [0.826944, 3.039394, -2.046029], [-1.110507, 2.008569, -1.178428], [0.486255, 0.742031, -2.584803], [0.332589, 1.706196, -1.540749], [-1.667101, -0.417534, -0.520783], [1.833191, -0.600852, -1.332597], [-1.743915, -2.882740, -0.303436], [0.663096, 0.483686, 3.126331], [-1.073891, -4.179445, -1.918174], [0.077712, -1.131626, 0.880038], [-0.747000, -1.674856, -0.277726], [2.080551, -0.971890, 2.141681], [0.935285, 1.048929, -0.285418], [1.451987, 1.616007, 2.727257], [0.657734, 2.630360, 1.799172], [-3.184379, -3.808520, 1.460314], [0.110675, -1.754286, -1.665285]],
  "forces_ev_per_a": [[-0.466, 2.820, 0.427], [0.301, 1.039, -0.673], [0.950, 1.669, 0.510], [1.290, -2.613, -0.911], [0.056, 1.488, -0.710], [0.883, -1.501, 1.050], [-3.618, -1.778, 0.974], [0.789, -8.320, -6.831], [-0.956, 11.702, 2.163], [-0.835, -2.261, 0.116], [2.531, 1.928, -0.409], [0.776, -0.531, 2.083], [-3.548, -6.654, -0.769], [0.039, -0.898, -1.216], [1.397, -3.347, 0.426], [-2.324, 3.770, -3.431], [0.520, 0.829, 1.707], [1.606, -1.647, 1.304], [1.640, 8.879, 0.180], [0.718, -1.488, 2.142], [-0.163, -0.247, -0.165], [-1.587, -2.838, 2.034]],
  "nbo_charge": [1.842, 1.528, 1.772, -1.033, -0.412, -0.898, -1.295, -1.396, 2.490, -1.398, 1.838, -1.427, -1.268, 1.032, -1.289, 2.540, 1.877, -1.358, 2.341, -0.753, 1.726, -1.459]
}